# 1
Computed, not measured: a molecular structure, C45H60Cl2LuN11, with ωB97M-V/def2-TZVPD.

LUMO (alpha / beta)	3.97 / 3.97	eV
E_HOMO (alpha / beta)	0.3 / 0.3	eV
ΔE to the lowest compared entry with this formula, charge and spin	0.000	eV
net charge	-2
spin multiplicity	1

Each line ends with the Mulliken charge.
Geometry (Å):
Lu  -2.937  -19.927  3.351  0.94
C  -7.089  -20.951  1.979  -1.65
C  -6.541  -20.214  3.201  0.84
C  -5.950  -18.791  3.106  -1.51
N  -4.719  -18.746  2.359  0.34
C  -4.590  -17.896  1.362  0.58
C  -5.493  -16.812  1.115  -1.03
C  -5.793  -16.105  -0.030  -0.15
C  -5.314  -16.229  -1.341  -0.73
C  -4.226  -17.068  -1.660  -0.56
C  -3.369  -17.829  -0.917  -0.84
C  -3.379  -18.167  0.509  1.05
N  -2.467  -18.877  1.042  0.40
C  -1.242  -19.218  0.296  -1.34
C  0.052  -19.322  1.120  -1.87
C  0.046  -20.301  2.333  -0.69
N  -1.165  -21.067  2.258  0.53
C  -1.260  -22.054  1.414  0.10
C  -0.073  -22.585  0.728  -0.64
C  0.074  -23.738  0.035  -0.38
C  -0.818  -24.689  -0.431  -0.94
C  -2.191  -24.565  -0.321  -0.88
C  -2.970  -23.600  0.345  -0.43
C  -2.650  -22.452  1.123  0.54
N  -3.559  -21.613  1.572  0.59
C  -4.872  -21.547  0.858  -1.34
C  -6.127  -22.111  1.536  -0.18
H  -8.073  -21.356  2.233  0.36
H  -7.228  -20.267  1.141  0.46
H  -7.305  -20.106  4.008  1.03
H  -5.821  -20.828  3.743  -1.34
H  -6.752  -18.152  2.708  0.65
H  -5.760  -18.502  4.144  -0.15
H  -6.055  -16.550  2.005  0.39
H  -6.594  -15.356  0.070  0.26
H  -5.832  -15.758  -2.144  0.35
H  -4.032  -17.131  -2.729  0.26
H  -2.662  -18.408  -1.495  0.22
H  -1.396  -20.099  -0.304  0.60
H  -1.043  -18.416  -0.470  0.63
H  0.862  -19.636  0.438  0.43
H  0.338  -18.352  1.497  0.59
H  0.989  -20.856  2.329  1.36
H  -0.019  -19.703  3.245  -0.47
H  0.792  -21.954  0.827  0.14
H  1.111  -23.976  -0.295  0.21
H  -0.452  -25.577  -0.911  0.36
H  -2.768  -25.394  -0.764  0.26
H  -4.035  -23.761  0.204  0.28
H  -5.027  -20.489  0.669  0.28
H  -4.719  -22.026  -0.122  0.96
H  -6.611  -22.818  0.872  0.42
H  -5.791  -22.635  2.417  -0.27
C  -0.652  -24.331  5.936  -1.08
N  -0.499  -23.104  5.240  1.84
C  0.278  -23.261  4.036  -0.88
C  -0.629  -21.864  5.893  -2.47
N  -1.032  -20.814  5.267  1.36
C  -0.672  -19.555  5.866  0.36
C  0.708  -19.259  5.910  -0.60
C  1.175  -18.045  6.432  -1.17
C  0.255  -17.104  6.820  -0.94
C  -1.137  -17.334  6.761  1.48
C  -2.016  -16.243  7.018  -1.55
C  -3.393  -16.486  6.952  -1.13
C  -3.916  -17.729  6.600  -0.95
C  -3.081  -18.803  6.188  1.06
N  -3.548  -19.961  5.697  0.94
C  -4.939  -20.393  5.935  -1.54
N  -5.359  -20.303  7.352  0.57
C  -4.541  -20.334  8.578  -0.74
C  -6.582  -19.543  7.485  -1.20
N  -4.873  -21.872  5.557  1.38
C  -6.196  -22.403  5.751  -1.46
C  -3.909  -22.716  6.247  -0.16
C  -1.656  -18.576  6.267  0.16
N  -0.363  -21.916  7.245  0.85
C  -1.140  -21.104  8.148  -0.73
C  0.893  -22.405  7.752  -1.35
H  -0.857  -25.109  5.198  0.50
H  -1.518  -24.293  6.611  0.28
H  0.237  -24.674  6.555  0.16
H  -0.246  -23.876  3.316  0.21
H  0.505  -22.298  3.578  -0.01
H  1.250  -23.731  4.276  0.40
H  1.361  -19.969  5.368  0.22
H  2.246  -17.793  6.384  0.22
H  0.598  -16.104  7.122  0.25
H  -1.589  -15.259  7.235  0.25
H  -4.033  -15.688  7.203  0.42
H  -4.997  -17.820  6.613  0.07
H  -3.869  -21.192  8.572  0.17
H  -5.208  -20.464  9.444  0.33
H  -3.979  -19.401  8.741  0.15
H  -7.154  -19.797  6.586  0.25
H  -6.489  -18.474  7.613  0.23
H  -7.091  -19.909  8.398  0.38
H  -6.298  -23.424  5.380  0.42
H  -6.511  -22.395  6.837  0.33
H  -6.929  -21.816  5.204  0.28
H  -4.137  -22.941  7.312  0.23
H  -2.925  -22.240  6.172  0.08
H  -3.849  -23.676  5.716  -0.27
H  -2.056  -20.812  7.669  -0.23
H  -0.630  -20.173  8.477  0.27
H  -1.353  -21.730  9.004  0.51
H  1.521  -22.815  6.940  0.35
H  0.751  -23.182  8.524  0.30
H  1.462  -21.598  8.254  0.33
N  -1.096  -16.841  3.427  -1.27
C  -1.613  -17.860  3.489  0.88
Cl  -5.769  -25.977  2.534  -0.27
C  -4.519  -24.813  3.095  2.32
H  -4.977  -24.165  3.874  -1.06
H  -4.207  -24.166  2.246  -0.96
Cl  -3.851  -26.592  5.038  -0.24
C  -3.302  -25.529  3.631  0.77
H  -2.635  -24.795  4.081  -0.84
H  -2.790  -26.129  2.887  0.51

Cartesian forces (eV/Å) of the 6 atoms listed first:
Lu 0.3 0.0 -0.3
C 0.6 -0.6 -0.1
C -0.1 0.4 1.2
C -1.0 -0.4 0.1
N 0.0 0.4 -0.3
C 0.2 -0.3 -0.1

=====

# 2
Computed, not measured: a molecular structure, C45H62IrN6O4, with ωB97M-V/def2-TZVPD.

LUMO	-3.36	eV
E_HOMO	-9.9	eV
ΔE to the lowest compared entry with this formula, charge and spin	0.609	eV
net charge	+1
spin multiplicity	1

Each line ends with the Mulliken charge.
Geometry (Å):
Ir  0.476  -0.590  -0.219  3.37
C  0.258  -4.530  3.684  -1.69
C  0.663  -3.086  3.363  0.75
C  1.689  -2.629  4.401  -1.58
C  -0.574  -2.199  3.286  1.33
C  -1.237  -1.889  4.471  -0.50
C  -2.399  -1.136  4.472  -1.79
C  -2.948  -0.714  3.272  -0.17
C  -2.346  -1.029  2.059  0.08
C  -3.065  -0.744  0.757  3.20
C  -3.777  0.605  0.719  -1.89
C  -4.056  -1.884  0.500  -1.52
C  -1.142  -1.743  2.082  -1.22
N  -0.476  -2.032  0.844  1.02
C  -0.133  -3.267  0.584  -0.98
C  0.875  -3.456  -0.349  0.67
C  1.456  -4.585  -0.928  -2.00
C  2.450  -4.110  -1.750  -0.93
C  2.469  -2.697  -1.666  -0.52
N  1.522  -2.295  -0.793  0.54
C  3.398  -1.869  -2.523  3.01
C  3.527  -0.446  -2.027  -1.23
C  2.842  -1.855  -3.956  -1.73
C  4.795  -2.510  -2.537  -1.86
H  1.133  -5.182  3.684  0.44
H  -0.460  -4.929  2.966  0.34
H  -0.205  -4.588  4.671  0.39
H  1.163  -3.084  2.393  0.06
H  1.295  -2.707  5.416  0.36
H  2.012  -1.603  4.243  0.17
H  2.573  -3.266  4.347  0.48
H  -0.839  -2.251  5.410  0.42
H  -2.894  -0.905  5.406  0.42
H  -3.880  -0.164  3.278  0.40
H  -2.328  -0.740  -0.047  -1.79
H  -4.628  0.639  1.402  0.52
H  -4.163  0.785  -0.287  0.29
H  -3.098  1.419  0.973  0.29
H  -4.796  -1.932  1.301  0.43
H  -3.551  -2.851  0.455  0.34
H  -4.586  -1.728  -0.441  0.32
H  -0.600  -4.081  1.125  0.39
H  1.164  -5.609  -0.761  0.55
H  3.104  -4.700  -2.369  0.48
H  2.552  0.004  -1.888  -0.84
H  4.068  0.159  -2.758  0.54
H  4.064  -0.382  -1.080  0.35
H  1.871  -1.356  -3.992  0.13
H  2.720  -2.867  -4.344  0.40
H  3.531  -1.317  -4.611  0.47
H  5.191  -2.609  -1.526  0.40
H  5.472  -1.871  -3.107  0.44
H  4.801  -3.493  -3.007  0.37
C  -6.608  -1.193  -3.893  -1.53
C  -5.153  -0.915  -3.661  0.73
C  -4.616  0.342  -3.925  -1.23
C  -3.277  0.615  -3.709  0.85
C  -2.759  1.991  -4.049  -1.53
C  -2.459  -0.405  -3.164  0.97
C  -1.092  -0.071  -2.897  -0.26
O  -0.283  -0.698  -2.199  -0.99
C  -2.980  -1.700  -2.918  0.57
C  -2.116  -2.845  -2.477  -1.04
C  -4.318  -1.923  -3.182  -0.88
H  -7.078  -0.410  -4.484  0.39
H  -7.133  -1.256  -2.937  0.32
H  -6.746  -2.147  -4.401  0.37
H  -5.257  1.116  -4.327  0.36
H  -3.550  2.577  -4.513  0.46
H  -1.927  1.952  -4.753  0.36
H  -2.422  2.542  -3.169  0.25
H  -0.705  0.833  -3.389  0.12
H  -1.266  -2.977  -3.150  0.29
H  -2.696  -3.766  -2.464  0.50
H  -1.699  -2.684  -1.485  -0.13
H  -4.726  -2.914  -3.023  0.41
C  1.667  4.771  0.817  -0.83
C  2.225  4.830  -0.599  -1.57
C  1.617  3.800  -1.581  2.78
C  2.170  4.027  -2.997  -1.57
C  1.644  3.010  -4.003  -0.83
C  0.120  4.033  -1.592  -0.76
O  -0.417  4.971  -2.119  -0.60
N  -0.641  3.109  -0.871  0.64
C  -0.163  1.880  -0.555  -0.37
O  -0.918  1.018  -0.015  -0.56
N  1.079  1.472  -0.798  0.88
C  2.057  2.402  -1.117  -1.55
O  3.234  2.161  -1.019  -0.52
H  2.204  5.469  1.459  0.63
H  1.776  3.772  1.254  -0.07
H  0.611  5.044  0.856  0.30
H  3.298  4.633  -0.589  0.49
H  2.073  5.822  -1.028  0.45
H  3.257  3.970  -2.931  0.55
H  1.901  5.038  -3.301  0.48
H  1.891  1.986  -3.706  0.01
H  2.080  3.174  -4.988  0.59
H  0.559  3.090  -4.114  0.12
H  -1.626  3.295  -0.742  0.33
N  1.327  -0.101  1.483  -0.04
C  1.533  0.556  2.408  -0.13
N  1.751  1.300  3.451  0.86
C  0.683  1.471  4.460  -0.33
C  0.717  2.896  4.984  -0.71
C  2.111  3.255  5.490  -0.76
C  3.153  3.069  4.389  -0.34
C  3.129  1.650  3.847  -0.92
H  0.858  0.756  5.271  0.32
H  -0.268  1.217  3.991  0.13
H  -0.022  2.990  5.781  0.36
H  0.422  3.581  4.183  0.24
H  2.363  2.618  6.345  0.34
H  2.128  4.284  5.850  0.38
H  4.156  3.284  4.759  0.38
H  2.951  3.765  3.570  0.07
H  3.455  0.937  4.613  0.35
H  3.769  1.533  2.974  0.52

Cartesian forces (eV/Å) of the 6 atoms listed first:
Ir 0.5 0.5 0.0
C 0.0 0.0 0.0
C 0.0 0.0 0.0
C 0.0 0.0 0.1
C 0.0 0.0 0.1
C 0.0 0.1 0.0

=====

# 3
Computed, not measured: a molecular structure, C45H64Br3F3NO18, with ωB97M-V/def2-TZVPD.

LUMO	1.52	eV
E_HOMO	-3.6	eV
net charge	-1
spin multiplicity	1

Each line ends with the Mulliken charge.
Geometry (Å):
C  7.670  -5.506  16.922  -0.71
C  6.174  -5.334  17.045  1.54
C  5.945  -4.307  18.137  0.21
O  4.604  -3.912  18.130  0.20
C  4.216  -3.149  19.219  0.29
N  5.549  -4.819  15.788  2.35
H  5.526  -5.606  15.096  -0.38
H  4.584  -4.612  16.054  -0.27
H  6.019  -3.947  15.451  -0.68
H  7.947  -6.152  17.761  0.12
H  8.179  -4.548  16.938  -0.17
H  7.925  -6.170  16.091  -0.15
H  5.670  -6.264  17.296  -0.62
H  6.621  -3.439  18.101  -0.06
H  6.243  -4.767  19.095  0.26
H  4.388  -3.614  20.205  0.21
H  3.136  -3.010  19.215  -0.53
H  4.749  -2.198  19.332  -0.48
C  5.425  -8.373  15.077  -0.24
O  4.759  -7.353  14.395  -0.72
H  5.882  -9.124  14.416  0.38
H  6.192  -7.911  15.739  -0.16
H  4.740  -8.863  15.800  -0.10
C  7.439  -1.441  15.366  -0.76
O  6.699  -2.364  14.668  -0.72
H  7.653  -1.782  16.403  -0.01
H  8.447  -1.281  14.918  0.23
H  6.968  -0.438  15.407  0.22
C  2.914  -0.394  13.063  -1.79
C  3.770  -1.503  13.625  0.97
C  3.119  -2.267  14.806  0.09
O  3.060  -3.612  14.307  -0.15
C  3.614  -3.724  13.074  0.45
O  3.642  -4.716  12.440  -0.50
O  3.955  -2.492  12.617  -0.38
H  1.937  -0.782  12.742  0.42
H  3.332  0.026  12.149  0.38
H  2.659  0.383  13.786  0.38
H  4.749  -1.116  13.920  -0.18
H  2.080  -1.950  14.872  0.42
H  3.761  -2.276  15.681  -0.17
C  9.282  -9.520  22.863  -1.12
C  8.988  -8.056  23.160  0.48
C  10.129  -7.062  22.869  -0.69
O  9.621  -6.245  21.808  -0.38
C  8.317  -6.543  21.588  0.31
O  7.630  -6.002  20.780  -0.16
O  8.020  -7.715  22.163  -0.18
H  8.374  -10.055  22.605  -0.01
H  9.760  -10.044  23.695  0.46
H  9.979  -9.629  22.029  0.36
H  8.628  -8.012  24.190  0.25
H  11.033  -7.582  22.545  0.36
H  10.449  -6.444  23.708  0.29
C  2.711  -7.971  17.098  -0.50
C  1.996  -6.867  16.318  0.31
C  0.475  -6.766  16.451  -0.57
O  0.228  -5.365  16.512  -0.41
C  1.376  -4.752  16.876  0.08
O  1.418  -3.612  17.255  -0.58
O  2.409  -5.582  16.890  0.39
H  3.745  -7.635  17.073  -0.75
H  2.555  -8.918  16.592  0.60
H  2.315  -7.978  18.116  0.37
H  2.422  -6.839  15.308  0.41
H  0.135  -7.291  17.347  0.33
H  0.031  -7.228  15.571  0.37
C  5.812  -10.461  21.015  -1.28
C  6.470  -10.280  19.646  0.52
C  5.942  -9.064  18.868  0.49
O  7.147  -8.388  18.504  0.36
C  8.217  -8.994  19.031  0.11
O  9.337  -8.633  18.854  -0.54
O  7.865  -10.037  19.822  -0.34
H  4.828  -10.915  20.896  0.42
H  5.675  -9.466  21.446  0.17
H  6.425  -11.043  21.699  0.35
H  6.276  -11.183  19.063  0.28
H  5.305  -8.384  19.433  -0.56
H  5.379  -9.438  18.014  0.02
C  9.615  -5.799  13.540  -1.57
C  8.318  -4.992  13.439  2.19
C  8.363  -3.987  12.292  -0.37
O  7.416  -4.554  11.378  -0.40
C  6.714  -5.554  11.938  0.44
O  5.798  -6.093  11.419  -0.49
O  7.272  -5.906  13.149  -0.21
H  10.510  -5.179  13.574  0.31
H  9.687  -6.595  12.798  0.40
H  9.585  -6.342  14.491  0.20
H  8.125  -4.417  14.349  -0.93
H  9.300  -3.821  11.756  0.28
H  7.999  -2.999  12.593  0.18
F  0.625  -6.668  23.342  -0.37
C  1.689  -6.537  22.510  0.12
C  1.482  -6.008  21.254  -0.81
C  2.539  -5.982  20.360  -0.18
C  3.803  -6.399  20.798  -0.51
C  3.987  -6.893  22.081  -0.44
C  2.902  -7.010  22.949  -0.71
H  0.502  -5.622  21.006  0.59
H  2.478  -5.600  19.349  0.75
H  4.595  -6.316  20.063  0.47
H  4.980  -7.118  22.449  0.46
H  3.033  -7.436  23.933  0.48
F  11.877  -5.931  15.697  -0.43
C  11.378  -5.059  16.586  0.38
C  11.425  -3.709  16.316  -0.20
C  10.800  -2.824  17.200  -0.54
C  10.209  -3.330  18.342  -0.31
C  10.327  -4.675  18.700  -0.57
C  10.892  -5.541  17.785  -0.34
H  11.684  -3.359  15.324  0.38
H  10.665  -1.780  16.956  0.35
H  9.628  -2.708  19.016  0.42
H  9.848  -5.083  19.578  0.36
H  10.978  -6.589  18.050  0.53
F  5.991  -1.312  22.539  -0.40
C  6.180  -0.824  21.294  0.42
C  7.262  -1.283  20.546  -0.44
C  7.486  -0.775  19.272  -0.11
C  6.630  0.220  18.796  -0.56
C  5.602  0.713  19.560  -0.51
C  5.381  0.194  20.838  -0.43
H  7.960  -2.027  20.910  0.43
H  8.322  -1.139  18.694  0.18
H  6.808  0.629  17.808  0.38
H  4.966  1.509  19.198  0.42
H  4.551  0.552  21.435  0.52
C  1.024  -0.901  19.902  0.99
Br  1.815  0.808  19.485  -0.04
Br  -0.884  -0.871  19.486  -0.06
Br  1.490  -1.420  21.710  -0.08
H  1.466  -1.666  19.277  -0.78

Cartesian forces (eV/Å) of the 6 atoms listed first:
C -0.4 -1.6 0.2
C 0.4 1.3 -0.2
C 0.4 -0.2 1.0
O -0.4 -0.3 -0.2
C -0.1 0.4 1.6
N 0.0 -0.8 0.7

=====

Computed maximum force (eV/A) in order:
2.12 0.70 2.22